Here is a 2-piece molecular cluster, C5H6BNO8 overall in a non-equilibrium geometry from OMol25. Energies are from the ωB97M-V functional and the def2-TZVPD basis.

The geometry in XYZ format:
```
21
Properties=species:S:1:pos:R:3:forces:R:3
B -0.723102 -0.826881 0.421085 -0.6 0.1 -0.4
C -1.849048 1.586115 -0.115648 0.0 0.1 -0.2
C -3.311695 -0.504702 -0.246304 0.4 0.5 0.4
C 1.892603 1.354983 0.118837 0.0 -0.2 0.1
C 2.240846 0.142245 -0.672274 0.0 0.8 -0.6
C -1.942614 0.189381 0.121034 -0.7 -1.5 0.1
N 2.668319 -0.986145 -0.177585 0.1 0.2 -0.4
O -1.687991 2.528469 -0.835999 0.0 0.4 0.0
O -3.182387 -1.437555 -1.064332 0.1 -0.5 -0.6
O 3.166174 -1.870993 -0.938020 0.2 -0.6 -0.1
O -2.138395 1.342015 1.133857 0.1 0.5 0.2
O -4.324804 -0.091491 0.311482 -0.4 0.2 0.2
O 2.589979 -1.219187 1.092381 0.0 -0.1 0.6
O -0.720060 -1.965066 -0.318997 0.4 -0.2 0.1
O 0.121611 -0.526632 1.404679 0.3 0.2 0.5
H 0.829885 1.594784 0.066535 0.0 0.1 0.1
H 2.444854 2.222025 -0.263366 0.0 0.0 0.0
H 2.154301 1.191064 1.161185 0.0 0.1 0.1
H 2.295294 0.219264 -1.749943 0.1 -0.2 0.1
H -1.561677 -1.999153 -0.825082 -0.2 0.1 -0.1
H 1.037914 -0.942541 1.376478 0.0 -0.1 0.0
```
Forces are in eV/Å.

Output
- multiplicity = 1
- frontier orbital gap (eV) = 7.056
- charge = -2



Here is one molecule with the formula C5H6BrCl3 in a non-equilibrium geometry from OMol25. Energies are from the ωB97M-V functional and the def2-TZVPD basis.

The geometry in XYZ format:
```
15
Properties=species:S:1:pos:R:3:forces:R:3
C 0.311464 -0.523300 -0.321816 -0.7 1.1 -0.1
C -1.457374 1.102190 0.498974 0.5 0.3 0.8
C -1.168451 -0.097056 -0.329983 -0.1 -1.0 -1.3
C 1.268529 0.312431 -1.146514 -2.3 0.4 -0.8
C 0.741320 -1.073214 0.998661 0.6 -1.1 -1.3
Cl -1.616036 0.896276 2.210957 -0.1 0.4 -0.5
Cl -0.809587 2.650944 0.022729 -0.5 -0.8 0.2
Cl -1.777373 0.301803 -2.003397 0.4 -0.2 0.3
Br -2.352855 -1.660146 0.254075 0.7 0.8 -0.1
H 2.294738 0.051960 -1.124576 0.9 -0.6 0.6
H 1.125134 1.318991 -0.656256 0.6 -0.4 -1.1
H 0.978516 0.294531 -2.249657 0.2 0.5 1.5
H 1.790177 -0.793432 1.199350 -0.5 -0.4 0.0
H 0.592648 -2.199215 0.970930 0.2 1.3 0.5
H 0.079157 -0.582757 1.676516 0.0 -0.4 1.2
```
Forces are in eV/Å.

Output
- multiplicity = 1
- frontier orbital gap (spin up / spin down) (eV) = 7.379 / 8.478



Here is a 2-piece molecular cluster, C5H6BrF3 overall in a non-equilibrium geometry from OMol25. Energies are from the ωB97M-V functional and the def2-TZVPD basis.

The geometry in XYZ format:
```
15
Properties=species:S:1:pos:R:3:forces:R:3
C -0.657726 0.701621 -0.271061 1.4 -0.6 -2.3
C 0.234681 0.569018 -1.280187 -1.1 0.5 1.1
C -1.368773 -1.551650 1.877242 -0.2 0.6 -0.2
C -0.200717 -1.608581 1.235158 0.4 -0.8 0.9
C 1.358458 1.533873 -1.563498 1.4 -0.5 1.1
F -1.618739 -0.865512 3.033848 0.4 -1.2 -2.0
F -2.464856 -1.993831 1.265962 0.2 0.2 0.8
F 0.042171 -2.340886 0.126793 -0.9 0.6 0.7
Br 1.347863 -0.969231 2.014224 0.3 0.2 0.2
H -0.353272 1.384474 0.452697 -0.4 1.5 1.4
H -1.543162 0.094394 -0.173435 0.1 -0.1 0.1
H 0.140578 -0.319510 -1.861046 -0.1 -0.3 -1.0
H 1.579106 2.160141 -0.659431 -0.2 -0.5 -0.7
H 1.204574 2.239299 -2.380386 -0.4 -0.2 -0.1
H 2.299815 0.966380 -1.816880 -0.8 0.6 0.3
```
Forces are in eV/Å.

Output
- multiplicity = 1
- frontier orbital gap (eV) = 9.936



Here is a 2-piece molecular cluster, C5H6BrN overall in a non-equilibrium geometry from OMol25. Energies are from the ωB97M-V functional and the def2-TZVPD basis.

The geometry in XYZ format:
```
13
Properties=species:S:1:pos:R:3:forces:R:3
C 0.148324 0.766172 2.859692 0.1 -1.1 -3.3
C -0.975942 -0.518820 -0.204638 -3.9 -1.4 1.0
C -0.526153 0.893933 -0.522156 -0.5 -0.4 -0.3
C 0.228841 0.026262 0.306049 -2.1 0.4 2.8
C 1.547034 -0.391536 0.282326 4.2 -2.7 0.0
N 0.178462 1.398037 3.816969 0.0 0.6 1.1
Br 1.937018 -1.506863 -1.423075 -0.4 0.9 0.8
H -2.017711 -0.632540 0.354240 2.7 0.6 -0.8
H -0.926335 -1.273803 -0.970217 0.4 -0.3 0.0
H -0.126387 0.983926 -1.478488 0.9 0.7 -1.5
H -1.237871 1.606606 -0.248515 -0.5 1.2 0.8
H 1.998854 -1.102345 0.999718 -1.4 0.2 0.0
H 2.265561 0.375547 0.304898 0.7 1.3 -0.5
```
Forces are in eV/Å.

Output
- multiplicity = 1
- frontier orbital gap (spin up / spin down) (eV) = 7.308 / 7.321



Here is one molecule with the formula C5H6Cl3N3O2 from OMol25. Energies are from the ωB97M-V functional and the def2-TZVPD basis.

The geometry in XYZ format:
```
19
Properties=species:S:1:pos:R:3:forces:R:3
C -0.032727 0.392938 1.514848 -0.2 0.1 0.0
C -1.302690 0.633415 1.223869 0.4 -0.2 0.2
C 1.051350 0.549675 0.496374 -0.3 -0.4 -0.2
C -1.745408 0.993807 -0.146338 -0.3 -0.2 -0.2
C 0.468986 0.373721 -0.914540 0.5 0.5 -0.2
N -0.699385 1.181732 -1.050520 0.0 0.0 -0.3
N 0.259363 -0.982388 -1.188670 0.0 -0.4 0.1
N 1.623625 1.940872 0.632012 -0.1 -0.5 0.1
O 2.809298 2.009619 0.806194 1.0 0.1 0.1
O 0.851441 2.854642 0.578283 -0.3 0.7 0.0
Cl -2.872268 -0.383679 -0.680826 -0.1 0.1 0.1
Cl -2.749137 2.461676 -0.105307 -0.1 0.1 0.0
Cl 1.703162 1.137310 -2.112223 -0.3 -0.2 0.1
H 0.272136 0.127191 2.514827 0.0 0.0 0.1
H -2.084953 0.550972 1.960766 -0.1 0.0 0.0
H 1.879898 -0.143844 0.656961 -0.1 0.2 -0.1
H -0.985679 1.363027 -2.004372 0.0 0.0 0.1
H -0.249657 -1.146852 -2.047157 0.0 0.0 0.1
H 1.094814 -1.549385 -1.152648 0.0 0.0 0.0
```
Forces are in eV/Å.

Output
- multiplicity = 1
- frontier orbital gap (eV) = 10.351



Here is one molecule with the formula C5H6ClNO in a non-equilibrium geometry from OMol25. Energies are from the ωB97M-V functional and the def2-TZVPD basis.

The geometry in XYZ format:
```
14
Properties=species:S:1:pos:R:3:forces:R:3
C 0.803956 0.054467 0.466444 0.3 -1.8 2.1
C 1.274336 1.351970 0.005465 0.3 1.3 -1.5
C -0.674537 0.076730 0.124890 0.3 3.0 -0.9
C -1.599896 -1.027680 0.100693 -1.8 -0.6 1.0
C -2.936357 -0.833845 -0.064518 1.1 -1.3 -0.6
H 1.018342 0.109426 1.581496 -0.7 -1.0 -1.1
H 1.844136 1.340604 -0.927736 -0.6 -0.1 -0.4
H 1.924662 1.869835 0.678488 0.1 0.3 0.7
H -1.216725 -2.018611 0.417926 -0.2 0.8 -0.2
H -3.651373 -1.672556 0.056877 0.6 0.7 -0.1
H -3.277353 0.083949 -0.526512 -0.2 0.1 0.5
N -1.008343 1.339136 -0.152031 -1.4 -4.7 0.4
O 0.030258 2.109506 -0.119195 2.7 2.4 -0.1
Cl 1.704096 -1.393677 -0.180035 -0.4 0.7 0.2
```
Forces are in eV/Å.

Output
- multiplicity = 1
- frontier orbital gap (eV) = 8.853



Here is one molecule with the formula C5H6ClNO2S in a non-equilibrium geometry from OMol25. Energies are from the ωB97M-V functional and the def2-TZVPD basis.

The geometry in XYZ format:
```
16
Properties=species:S:1:pos:R:3:forces:R:3
C -0.186299 1.262043 0.121961 0.2 0.4 -0.1
C 0.361252 -1.144178 0.088556 0.4 -0.2 0.1
C -1.070343 -1.341233 -0.241352 -0.7 3.2 -0.4
C -1.547919 0.838581 -0.241753 0.2 -3.3 -0.3
C 2.118411 0.557428 0.382459 0.2 0.2 0.0
N 0.727875 0.259163 0.139951 0.2 -0.3 -0.1
O 0.097999 2.428635 0.320812 -0.2 0.2 0.1
O -3.120446 -0.713609 -1.765239 -1.1 -0.1 -0.3
S -1.717358 -0.393275 -1.619550 1.1 0.1 1.1
Cl -2.901381 1.329623 0.627814 -0.1 0.1 -0.1
H 0.590409 -1.600643 1.063134 0.0 0.0 -0.2
H 1.003845 -1.618457 -0.668121 0.0 -0.1 0.1
H -1.760591 -1.788835 0.450002 -0.3 -0.1 0.0
H 2.718393 0.320308 -0.497824 0.1 0.0 0.0
H 2.202195 1.620737 0.600262 0.0 -0.1 0.0
H 2.483957 -0.016288 1.238889 0.0 0.0 -0.1
```
Forces are in eV/Å.

Output
- multiplicity = 1
- frontier orbital gap (spin up / spin down) (eV) = 7.809 / 7.824



Here is one molecule with the formula C5H6ClP in a non-equilibrium geometry from OMol25. Energies are from the ωB97M-V functional and the def2-TZVPD basis.

The geometry in XYZ format:
```
13
Properties=species:S:1:pos:R:3:forces:R:3
C 0.686882 -0.853947 -0.680343 0.7 -0.7 -0.4
C -0.536382 -0.395817 0.068447 -0.1 -2.3 0.7
C 1.886711 -0.180078 -0.603781 1.5 0.2 -0.3
C -0.568323 0.897170 0.837581 1.8 1.0 2.4
C -1.352940 0.776505 -0.394551 -0.6 1.5 -1.8
P 2.284106 1.431526 -0.097157 0.2 0.2 0.1
Cl -3.154733 0.687086 -0.301375 0.9 0.1 0.0
H 0.631982 -1.826746 -1.268404 0.0 1.3 1.0
H -1.061314 -1.302371 0.607915 0.7 2.0 -1.4
H 2.967017 -0.510355 -0.921390 -2.4 -0.5 0.0
H -1.040737 0.917215 1.874584 0.4 -0.2 -1.7
H 0.460017 1.526025 0.859714 -2.5 -1.1 -0.3
H -1.023256 1.427056 -1.303459 -0.6 -1.6 1.7
```
Forces are in eV/Å.

Output
- multiplicity = 1
- frontier orbital gap (spin up / spin down) (eV) = 6.903 / 6.289



Listing ΔE to the lowest compared entry with this formula, charge and spin for the structures above in their given order: 100.5 133.2 0.0 435.8 0.0 310.2 202.6 336.1 kJ/mol.